A molecular structure, C15H9AsN4O7RhS2, computed with ωB97M-V/def2-TZVPD.

Each line ends with the Löwdin charge.
Atoms and positions in Å:
1 Rh 0.43942 1.14644 0.98089  0.980
2 O -3.97888 -0.21156 0.63379  -0.231
3 As -2.32068 -0.45366 0.16699  0.822
4 O -2.21288 -2.03886 -0.14621  -0.449
5 O -1.32458 -0.02106 1.44429  -0.498
6 C -2.01488 0.60374 -1.45431  -0.276
7 C -1.85598 -0.06426 -2.66131  -0.103
8 C -1.63118 0.64944 -3.82701  -0.076
9 C -1.55338 2.03394 -3.79641  -0.068
10 C -1.71608 2.69904 -2.59461  -0.056
11 C -1.95158 1.97784 -1.44231  -0.288
12 S -2.09708 2.90814 0.07489  0.498
13 O -3.01368 2.22174 0.95979  -0.333
14 O -2.51058 4.24024 -0.28771  -0.295
15 O -0.68898 2.90654 0.57399  -0.430
16 H -3.97488 0.69964 0.96109  -0.004
17 H -1.91538 -1.14536 -2.65071  0.103
18 H -1.51978 0.12954 -4.76771  0.101
19 H -1.36278 2.59004 -4.70161  0.102
20 H -1.68278 3.77284 -2.50491  0.111
21 O 1.36992 -0.53916 2.18189  -0.177
22 N 0.93662 -1.67166 1.74369  -0.230
23 C 0.60342 -2.63356 2.62229  -0.002
24 C 0.25582 -3.88916 2.20179  -0.043
25 C 0.25352 -4.17996 0.83929  -0.051
26 C 0.53352 -3.16976 -0.05661  -0.084
27 C 0.82952 -1.89156 0.40389  -0.613
28 S 1.03822 -0.54106 -0.65781  0.788
29 H 0.63902 -2.32906 3.65719  0.143
30 H -0.01938 -4.63026 2.93459  0.107
31 H -0.00438 -5.16826 0.49749  0.110
32 H 0.48552 -3.33226 -1.12001  0.114
33 N 2.12562 2.08594 1.66339  0.038
34 C 3.23072 1.71814 1.52229  -0.172
35 C 4.53232 1.32504 1.38989  -0.286
36 C 5.30202 1.04224 2.52159  -0.250
37 N 5.95462 0.79314 3.43669  0.123
38 C 5.13722 1.21334 0.13499  -0.250
39 N 5.68292 1.15334 -0.87731  0.126

Cartesian forces (eV/Å) of the 6 atoms listed first:
Rh -1.358 -3.744 2.618
O 0.032 0.196 0.110
As -0.780 -1.175 -0.770
O 0.287 -0.663 -0.634
O 1.870 1.629 -0.427
C -0.160 -0.305 0.487

## Properties
- E_HOMO: -6.0 eV
- Orbital gap: 5.95 eV
- F_max: 4.77 eV/A
- E_tot: -121509.9403 eV
- Net charge: -1
- Energy above the lowest of the compared OMol25 structures with the same formula, charge and spin: 3.23 kJ/mol

A molecular structure, C15H9BrN14NiOS, computed with ωB97M-V/def2-TZVPD.

Each line ends with the Löwdin charge.
Atoms and positions in Å:
1 Ni -0.11181 0.07112 0.59343  0.437
2 N 0.39457 1.07661 3.79590  0.133
3 C 0.61522 -0.25901 3.52255  -0.501
4 N 0.91834 -1.13820 4.46798  0.001
5 N 1.02825 -2.30531 3.80729  -0.131
6 N 0.79426 -2.13944 2.55274  -0.093
7 N 0.52673 -0.83064 2.32538  -0.032
8 C 0.40885 2.06807 2.83090  -0.508
9 N 0.56898 3.35092 3.11311  0.000
10 N 0.49103 3.95845 1.90970  -0.133
11 N 0.30042 3.09361 0.97512  -0.078
12 N 0.23726 1.86241 1.53158  -0.043
13 H 0.72906 1.37252 4.69719  0.121
14 S -2.70176 0.13550 1.01535  0.547
15 C -2.46202 1.07866 -0.40170  -0.814
16 C -3.44746 1.83065 -1.07387  -0.118
17 C -3.10799 2.53448 -2.20361  -0.107
18 C -1.79457 2.50858 -2.67780  -0.093
19 C -0.87286 1.76183 -1.97324  -0.133
20 N -1.20192 1.06364 -0.88685  -0.049
21 H -4.45280 1.84349 -0.67572  0.087
22 H -3.86195 3.11722 -2.72267  0.091
23 H -1.49099 3.06253 -3.55514  0.085
24 H 0.16601 1.69430 -2.26806  0.095
25 Br -2.70906 -3.24291 -3.52654  0.697
26 C -1.29157 -3.07082 -2.27966  -0.664
27 C -0.23411 -3.95931 -2.29631  -0.126
28 C 0.76866 -3.79034 -1.36123  -0.049
29 C 0.67886 -2.73834 -0.46193  -0.128
30 N -0.34433 -1.88779 -0.46538  0.044
31 C -1.32004 -2.04324 -1.35454  -0.172
32 H -0.20073 -4.76063 -3.02292  0.096
33 H 1.62045 -4.45533 -1.32695  0.103
34 H 1.42398 -2.57279 0.30414  0.085
35 H -2.13764 -1.33635 -1.30260  0.070
36 O 1.61615 -0.12178 -1.76674  -0.128
37 N 1.74860 0.13464 -0.54782  -0.130
38 C 2.96823 0.44085 -0.11117  -0.305
39 C 3.21547 0.72404 1.26149  -0.218
40 N 3.51604 0.92148 2.35559  0.157
41 C 4.06222 0.46684 -1.02853  -0.215
42 N 4.94599 0.47977 -1.76847  0.116

Cartesian forces (eV/Å) of the 6 atoms listed first:
Ni -0.060 -0.061 0.102
N 0.017 0.022 0.028
C 0.018 -0.039 0.000
N 0.015 0.026 -0.043
N -0.032 -0.062 0.062
N 0.045 0.050 -0.069

## Properties
- E_HOMO (spin up / spin down): -2.2 / -2.2 eV
- Orbital gap (spin up / spin down): 6.05 / 6.03 eV
- F_max: 0.20 eV/A
- E_tot: -160531.6105 eV
- <S²>: 2.01
- Net charge: -2
- Spin multiplicity: 3
- Energy above the lowest of the compared OMol25 structures with the same formula, charge and spin: 0.82 kJ/mol

A molecular structure, C15H9BrN14NiOS, computed with ωB97M-V/def2-TZVPD.

Each line ends with the Löwdin charge.
Atoms and positions in Å:
1 Ni 0.55167 -0.37982 -0.24770  0.404
2 N 2.95699 -0.56874 2.20578  0.126
3 C 1.68121 -0.23644 2.60042  -0.483
4 N 1.36062 0.06084 3.85390  -0.010
5 N 0.03425 0.28881 3.81728  -0.133
6 N -0.40771 0.14217 2.61475  -0.093
7 N 0.61419 -0.19358 1.80224  -0.029
8 C 3.37620 -0.59659 0.89147  -0.483
9 N 4.65558 -0.60757 0.54784  -0.016
10 N 4.63877 -0.65615 -0.79991  -0.137
11 N 3.42407 -0.66796 -1.22986  -0.087
12 N 2.57922 -0.63574 -0.18157  -0.043
13 H 3.68020 -0.44926 2.89084  0.119
14 S 0.50149 0.16379 -2.71356  0.601
15 C 0.85810 1.68362 -2.02461  -0.813
16 C 0.93888 2.89737 -2.74306  -0.119
17 C 1.07113 4.08067 -2.05492  -0.110
18 C 1.14713 4.07002 -0.65809  -0.105
19 C 1.10165 2.84404 -0.02263  -0.137
20 N 0.96513 1.69459 -0.67494  -0.034
21 H 0.86797 2.87403 -3.82161  0.088
22 H 1.10714 5.02147 -2.59386  0.091
23 H 1.24089 4.98651 -0.09196  0.082
24 H 1.16841 2.76641 1.05867  0.111
25 Br -4.16410 2.48112 -2.23963  0.693
26 C -3.47677 1.05661 -1.18243  -0.656
27 C -4.32813 0.09154 -0.67895  -0.119
28 C -3.75953 -0.86578 0.14465  -0.045
29 C -2.39906 -0.82392 0.39755  -0.117
30 N -1.58020 0.08184 -0.13548  0.044
31 C -2.12609 1.03076 -0.89729  -0.181
32 H -5.38545 0.10203 -0.90368  0.097
33 H -4.37258 -1.62669 0.60786  0.105
34 H -1.94419 -1.53010 1.07707  0.086
35 H -1.48488 1.80805 -1.27765  0.081
36 O 0.14939 -2.38408 -0.37727  -0.187
37 N -0.19678 -2.98584 0.66931  -0.042
38 C -0.68074 -4.20368 0.52307  -0.338
39 C -1.10012 -4.90627 1.68884  -0.227
40 N -1.48057 -5.53124 2.57980  0.104
41 C -0.82969 -4.90559 -0.71199  -0.210
42 N -0.95369 -5.47125 -1.70870  0.122

Cartesian forces (eV/Å) of the 6 atoms listed first:
Ni 0.475 0.463 0.186
N -0.065 -0.049 0.028
C -0.418 0.071 0.109
N 0.224 -0.029 0.068
N 0.060 -0.035 -0.139
N -0.216 0.096 0.049

## Properties
- E_HOMO (spin up / spin down): -2.3 / -2.3 eV
- Orbital gap (spin up / spin down): 6.08 / 6.06 eV
- F_max: 0.69 eV/A
- E_tot: -160531.3560 eV
- <S²>: 2.01
- Net charge: -2
- Spin multiplicity: 3
- Energy above the lowest of the compared OMol25 structures with the same formula, charge and spin: 25.37 kJ/mol

Question: Look up the net charge of the third one.
Answer: -2

Question: Which of these has the lowest E_tot?
Answer: number 2

Question: The highest net charge belongs to which entry?
Answer: C15H9AsN4O7RhS2